[1]
Entry from OMol25: a molecular structure, C45H57BBeCaCl4F16LiNO18S2 (ωB97M-V with the def2-TZVPD basis set).

Cartesian coordinates (Å):
C  2.1051  0.7645  2.5542
C  0.7329  0.6586  3.2078
O  -0.4616  0.6065  2.3236
C  -1.5543  0.0268  3.1713
C  -2.8903  -0.0763  2.4435
O  -3.0567  -1.2553  1.6955
C  -4.1335  -1.0702  0.7025
C  -3.4254  -0.4925  -0.4908
C  -3.4582  0.8680  -0.6369
C  -2.8324  1.5595  -1.6649
C  -3.0810  3.0735  -1.6697
C  -1.9553  4.1079  -1.8726
C  -0.7507  4.0950  -0.9203
C  -0.8036  5.4017  -0.0695
C  0.5549  5.7281  0.5201
O  1.5239  6.0683  -0.4826
C  2.5526  5.1435  -0.5323
C  -2.1043  0.8100  -2.5660
C  -1.3442  1.4617  -3.6873
O  -0.0693  1.9086  -3.1775
C  0.6175  0.8975  -2.5552
C  0.5940  0.7169  -1.0364
O  1.2803  0.1654  -3.1962
C  -2.0671  -0.5724  -2.4204
C  -2.7314  -1.2070  -1.3949
C  -2.6533  -2.7305  -1.2863
O  -3.5615  -3.3748  -0.8861
C  -1.3680  -3.3132  -1.7629
O  -0.9410  -4.4066  -1.1586
C  -0.7097  -2.7162  -2.7448
C  0.6097  -3.1757  -3.2990
C  0.6382  -4.6243  -3.8270
C  2.0892  -5.1722  -3.6830
C  2.7788  -5.4606  -4.9954
F  3.9390  -6.0858  -4.6800
F  2.1166  -6.3073  -5.7830
C  3.1815  -4.1849  -5.8206
F  4.4878  -4.2206  -6.0849
F  2.9772  -3.0450  -5.1761
F  2.5922  -4.1614  -6.9952
C  -1.3252  -1.4971  -3.3765
O  -1.2482  -1.3239  -4.5501
H  2.3287  -0.1308  1.9023
H  2.8546  0.7448  3.3445
H  2.2214  1.6724  1.9385
H  0.6494  1.5213  3.8771
H  0.7469  -0.2412  3.8176
H  -1.2423  -0.9682  3.4887
H  -1.6356  0.6612  4.0563
H  -2.9774  0.8713  1.8069
H  -3.6698  0.0119  3.2074
H  -4.6274  -2.0040  0.4572
H  -4.8598  -0.3749  1.1367
H  -4.0136  1.4392  0.0998
H  -3.5096  3.3094  -0.6894
H  -3.8487  3.3224  -2.4065
H  -2.4358  5.0737  -1.7054
H  -1.6251  4.1351  -2.9091
H  -0.6596  3.1821  -0.2725
H  0.1364  4.2025  -1.5465
H  -1.1073  6.2511  -0.6867
H  -1.5834  5.3027  0.6910
H  0.4802  6.5993  1.1727
H  0.8385  4.8931  1.1717
H  2.9039  5.0104  -1.5645
H  3.4040  5.5344  0.0515
H  2.2635  4.1499  -0.1470
H  -1.2138  0.8418  -4.5705
H  -1.9143  2.3319  -4.0070
H  -0.4551  0.6561  -0.6722
H  1.0721  1.5472  -0.5120
H  1.0619  -0.2354  -0.7864
H  -0.0648  -4.1840  -0.7213
H  0.8513  -2.5234  -4.1386
H  1.3866  -3.0277  -2.5448
H  0.3664  -4.7003  -4.8831
H  -0.0345  -5.2916  -3.2954
H  2.0473  -6.1293  -3.1596
H  2.7399  -4.5298  -3.0916
O  -5.4999  -3.3240  -8.6831
C  -4.4458  -3.5835  -8.1813
O  -3.3066  -3.2104  -8.7986
C  -2.0144  -3.3091  -8.2007
C  -1.4241  -4.6935  -8.3789
C  -4.3634  -4.3992  -6.9096
H  -2.0479  -2.9986  -7.1538
H  -1.3899  -2.5826  -8.7187
H  -2.0313  -5.4562  -7.8907
H  -0.4155  -4.7378  -7.9641
H  -1.3804  -4.9517  -9.4367
H  -4.4465  -5.4553  -7.1614
H  -5.1968  -4.1175  -6.2702
H  -3.4552  -4.2342  -6.3330
C  8.6148  6.9023  4.6558
F  8.7945  6.9084  5.9519
F  7.9909  8.0099  4.3339
F  9.8932  6.9873  4.0709
S  7.7132  5.4047  4.0916
O  6.4538  5.4796  4.7305
O  8.5576  4.3172  4.4707
N  7.7078  5.7508  2.5109
S  7.0134  4.7076  1.6124
O  5.5459  4.6035  1.7323
O  7.6704  3.4178  1.4537
C  7.2752  5.5507  0.0144
F  8.5622  5.7072  -0.2347
F  6.7160  6.7433  0.0057
F  6.7311  4.8150  -0.9807
C  -3.8293  0.4204  7.8471
C  -4.0032  1.3693  6.6777
O  -3.6176  0.7424  5.4413
H  -2.7913  0.0922  7.9207
H  -4.1127  0.9013  8.7831
H  -4.4398  -0.4727  7.7153
H  -3.3750  2.2487  6.8055
H  -5.0428  1.6958  6.5948
H  -4.1811  -0.0313  5.3156
Ca  5.2438  2.5360  0.7386
F  -5.6886  -1.2691  5.7616
C  -6.2522  -2.4352  6.1947
C  -5.4373  -3.5139  6.4608
C  -6.0107  -4.6958  6.9055
C  -7.3861  -4.7819  7.0662
C  -8.1895  -3.6850  6.7881
C  -7.6187  -2.4983  6.3533
H  -4.3669  -3.4283  6.3217
H  -5.3842  -5.5490  7.1259
H  -7.8319  -5.7055  7.4092
H  -9.2617  -3.7530  6.9098
H  -8.2270  -1.6290  6.1396
C  2.7864  -2.9170  1.8788
O  2.0634  -3.0638  0.8534
O  2.9049  -4.0582  2.6523
O  3.3714  -1.9099  2.2489
H  2.3487  -4.6256  2.0987
Li  11.5811  6.4418  3.9258
C  7.1183  -4.1278  -3.3369
Cl  5.5704  -3.4760  -3.8912
Cl  7.2099  -5.8398  -3.7314
Cl  8.4362  -3.2634  -4.1363
Cl  7.2556  -3.9184  -1.5789
B  0.9943  4.4779  4.1085
F  0.8265  3.9127  5.3668
F  1.4438  5.7858  4.2056
F  1.9362  3.7071  3.3766
F  -0.2365  4.4307  3.3842
Be  -1.3491  1.1218  0.9153

* charge: +2
* DFT total energy: -220880.375 eV

Here are the Mulliken charges for atoms 1 to 5, given in e: C -0.429; C -0.277; O 0.618; C -0.726; C -0.166



[2]
Entry from OMol25: a molecular structure, C45H58F6IN5O2Ru (ωB97M-V with the def2-TZVPD basis set).

Cartesian coordinates (Å):
Ru  -0.2575  -0.1677  -0.2025
C  -1.9663  -0.2559  6.0067
C  -0.8030  0.5497  5.4129
C  -0.9992  0.8229  3.9538
C  -1.6616  1.8738  3.3853
C  -2.3396  3.0181  4.0760
C  -1.5203  4.3138  4.0375
C  -1.6311  1.6630  1.9600
N  -0.9901  0.4848  1.6794
C  -0.5914  -0.0439  2.8785
C  0.0807  -1.2403  3.0466
C  0.4312  -2.1318  2.0395
C  0.9793  -3.4303  2.2625
C  1.2608  -4.0366  3.6029
C  -0.0125  -4.5891  4.2583
C  1.0894  -4.0357  1.0317
C  0.6091  -3.0986  0.0676
C  0.4790  -3.3450  -1.2956
C  -0.0305  -2.4783  -2.2365
N  -0.5021  -1.2183  -1.9754
C  -0.8821  -0.6781  -3.1704
C  -1.4590  0.5600  -3.3499
C  -1.8242  1.4465  -2.3383
N  -1.5303  1.2974  -1.0050
C  -2.1607  2.3305  -0.3539
C  -2.1763  2.5213  1.0253
C  -2.8316  3.1660  -1.2944
C  -2.6155  2.6146  -2.5400
C  -3.1445  3.0898  -3.8582
C  -4.4219  2.3506  -4.2794
C  -3.6793  4.3504  -0.9497
C  -5.0972  3.9414  -0.5291
C  -0.6692  -1.6391  -4.2272
C  -0.1519  -2.7587  -3.6495
C  0.1790  -4.0581  -4.3271
C  1.4231  -3.9900  -5.2250
C  -1.0708  -1.4333  -5.6551
C  -2.5721  -1.6775  -5.8675
N  0.2409  -1.9337  0.6957
C  1.6355  -5.4049  0.7573
C  3.1677  -5.4558  0.8585
H  -1.8208  -0.4280  7.0766
H  -2.0519  -1.2229  5.5075
H  -2.9098  0.2746  5.8656
H  0.1275  -0.0033  5.5654
H  -0.7040  1.4942  5.9556
H  -2.5274  2.7442  5.1173
H  -3.3132  3.1948  3.6105
H  -0.5732  4.1810  4.5658
H  -2.0615  5.1378  4.5096
H  -1.2952  4.5963  3.0079
H  0.3411  -1.5286  4.0574
H  1.7173  -3.2944  4.2630
H  1.9797  -4.8497  3.4885
H  -0.7495  -3.7957  4.3948
H  0.2062  -5.0339  5.2333
H  -0.4615  -5.3553  3.6230
H  0.8384  -4.3012  -1.6491
H  -1.7095  0.8493  -4.3628
H  -2.6786  3.4080  1.3917
H  -2.3841  2.9528  -4.6319
H  -3.3515  4.1603  -3.7997
H  -4.2372  1.2769  -4.3450
H  -4.7804  2.7041  -5.2500
H  -5.2145  2.5055  -3.5450
H  -3.7364  5.0193  -1.8111
H  -3.2172  4.9181  -0.1381
H  -5.6085  3.4303  -1.3460
H  -5.6926  4.8138  -0.2452
H  -5.0570  3.2564  0.3194
H  -0.6827  -4.3668  -4.9268
H  0.3348  -4.8305  -3.5735
H  1.2380  -3.3901  -6.1165
H  1.7203  -4.9913  -5.5465
H  2.2547  -3.5362  -4.6887
H  -0.5119  -2.1142  -6.2974
H  -0.8218  -0.4154  -5.9656
H  -2.8301  -2.7023  -5.5923
H  -2.8496  -1.5218  -6.9133
H  -3.1657  -1.0064  -5.2448
H  1.3445  -5.7226  -0.2449
H  1.1955  -6.1184  1.4602
H  3.6084  -4.6400  0.2854
H  3.5492  -6.4046  0.4723
H  3.5006  -5.3521  1.8924
I  2.3013  4.5625  -2.3646
C  0.9369  3.0949  -1.8542
H  1.3303  2.0786  -1.7675
H  -0.0510  3.2792  -2.2543
C  3.1026  0.6026  3.4542
N  2.5068  1.8720  3.0712
C  2.7157  3.0073  3.9462
C  1.7686  1.9613  1.9302
C  1.2544  3.3335  1.5810
O  1.5608  0.9797  1.2303
H  4.1760  0.5938  3.2445
H  2.6353  -0.1870  2.8762
H  2.9389  0.4207  4.5189
H  3.4710  2.7454  4.6839
H  1.7982  3.2779  4.4809
H  3.0651  3.8837  3.3988
H  2.0896  3.9880  1.3177
H  0.6960  3.7772  2.4061
H  0.6097  3.2320  0.7147
C  3.6798  0.8310  -2.8502
C  3.2021  -0.0527  -1.6747
O  1.8923  0.0892  -1.4265
C  3.5716  -1.5224  -2.0683
F  3.4390  -2.4062  -1.0627
F  2.7783  -1.9345  -3.0748
F  4.8485  -1.6719  -2.5271
C  4.1175  0.3240  -0.4591
F  3.9011  -0.4111  0.6404
F  5.4496  0.1962  -0.7362
F  3.9492  1.6238  -0.1237
H  3.0178  0.6458  -3.6961
H  4.7113  0.6231  -3.1316
H  3.5932  1.8759  -2.5588

* charge: -1
* expectation value of S²: 8.82
* 2S+1: 6
* DFT total energy: -86142.469 eV

Here are the Mulliken charges for atoms 1 to 5, given in e: Ru -0.173; C -1.345; C -1.407; C 1.120; C 1.209